[1]
Here is 3 unconnected molecules or ions with the total composition C19H39F5NO9P2 in a non-equilibrium geometry from OMol25. Energies are from ωB97M-V/def2-TZVPD.

Structure (XYZ):
```
75
C19H39F5NO9P2 | OMol25 | ωB97M-V/def2-TZVPD
C -3.082 0.281 -2.708
C -3.363 -0.855 -1.689
O -4.324 -0.711 -0.976
N -2.527 -1.984 -1.695
C -3.290 -3.226 -1.513
C -1.357 -1.874 -0.767
C -1.505 -0.728 0.276
C -0.164 -1.520 -1.663
F -0.107 -2.375 -2.724
F -0.161 -0.195 -2.136
C 1.198 -1.657 -0.882
F 2.178 -1.836 -1.821
F 1.212 -2.694 -0.076
F 1.491 -0.535 -0.216
H -3.977 0.308 -3.354
H -2.261 -0.068 -3.351
H -2.886 1.245 -2.224
H -3.403 -3.524 -0.459
H -4.274 -3.080 -2.004
H -2.785 -3.997 -2.123
H -2.416 -0.873 0.879
H -1.456 0.303 -0.134
H -0.669 -0.843 0.995
O -1.822 -2.004 3.954
P -1.761 -2.068 5.447
O -2.293 -3.588 5.752
C -1.437 -4.685 5.438
C -0.380 -4.889 6.510
O -3.154 -1.257 5.797
C -3.669 -0.280 4.890
C -4.814 -0.855 4.082
O -1.285 -1.869 7.039
C -0.490 -0.708 7.355
C -1.351 0.522 7.579
H -0.974 -4.534 4.459
H -2.070 -5.570 5.373
H 0.323 -4.053 6.530
H 0.184 -5.806 6.327
H -0.839 -4.946 7.498
H -2.884 0.109 4.240
H -4.032 0.560 5.491
H -4.511 -1.757 3.551
H -5.178 -0.128 3.355
H -5.639 -1.135 4.741
H 0.245 -0.530 6.565
H 0.058 -0.942 8.269
H -1.735 0.908 6.633
H -0.771 1.319 8.048
H -2.210 0.286 8.207
O 1.579 3.371 -4.418
P 2.987 2.860 -4.497
O 3.472 2.925 -2.941
C 2.936 1.964 -2.018
C 3.646 0.629 -2.137
O 3.722 4.232 -5.060
C 2.994 5.181 -5.831
C 2.598 6.367 -4.976
O 4.349 1.999 -4.939
C 4.373 1.417 -6.257
C 4.810 2.421 -7.310
H 1.861 1.847 -2.175
H 3.084 2.371 -1.017
H 3.435 0.158 -3.100
H 3.327 -0.044 -1.355
H 4.729 0.761 -2.073
H 2.123 4.723 -6.301
H 3.654 5.518 -6.638
H 2.026 6.053 -4.103
H 1.998 7.076 -5.551
H 3.487 6.881 -4.606
H 3.394 0.998 -6.500
H 5.085 0.592 -6.222
H 4.013 3.135 -7.523
H 5.057 1.915 -8.245
H 5.675 2.990 -6.970
```

**Net charge**: -1
**Kohn-Sham gap**: 4.207 eV
**E_LUMO**: 1.48 eV
**E_tot**: -72418.823 eV

Results of the Löwdin charge analysis, in e, for atoms 1 through 2: -0.011 -0.539

[2]
Here is a molecular structure, C19H39N3O6RhSSbSi3 from OMol25. Energies are from ωB97M-V/def2-TZVPD.

Structure (XYZ):
```
73
C19H39N3O6RhSSbSi3 | OMol25 | ωB97M-V/def2-TZVPD
Rh -0.886 0.439 -0.102
O -0.732 -4.149 3.475
C -0.321 -3.079 4.139
O 0.024 -3.120 5.292
C -0.347 -1.789 3.400
C 0.057 -0.577 3.926
N -0.104 0.352 2.970
N -0.563 -0.196 1.842
C -0.697 -1.491 2.073
C -1.057 -2.305 0.870
O -1.173 -3.524 0.973
O -1.153 -1.623 -0.218
H -1.021 -3.936 2.548
H 0.460 -0.342 4.896
H 0.251 1.298 2.941
O 2.896 0.966 2.911
C 2.562 0.786 1.749
O 1.777 1.465 1.011
C 3.077 -0.511 1.051
N 2.371 -0.558 -0.283
C 3.389 -0.519 -1.375
C 4.587 0.139 -0.704
C 4.565 -0.466 0.702
H 2.800 -1.372 1.656
H 1.830 0.358 -0.216
H 1.701 -1.318 -0.379
H 2.979 0.019 -2.226
H 3.615 -1.544 -1.667
H 4.443 1.219 -0.656
H 5.510 -0.057 -1.245
H 5.109 0.119 1.440
H 4.987 -1.473 0.688
C -2.584 5.746 1.517
Si -2.915 4.448 0.189
C -4.309 3.344 0.784
C -3.363 5.346 -1.390
Sb -0.714 3.119 0.372
Si 1.168 4.601 -0.578
C 2.542 3.580 -1.321
C 1.802 5.567 0.895
C 0.432 5.748 -1.856
Si -2.627 0.357 -1.852
C -3.520 1.807 -2.639
C -3.968 -0.533 -0.889
C -1.932 -0.759 -3.184
H -3.475 6.360 1.674
H -1.769 6.415 1.232
H -2.323 5.290 2.475
H -5.100 3.969 1.208
H -3.962 2.668 1.569
H -4.749 2.736 -0.006
H -4.247 5.959 -1.184
H -3.602 4.675 -2.211
H -2.561 6.015 -1.714
H 2.630 2.631 -0.793
H 3.477 4.134 -1.210
H 2.369 3.384 -2.381
H 2.143 4.884 1.676
H 1.026 6.208 1.322
H 2.643 6.202 0.606
H -0.088 5.201 -2.644
H 1.244 6.320 -2.315
H -0.264 6.460 -1.405
H -4.198 2.290 -1.935
H -4.143 1.388 -3.438
H -2.862 2.552 -3.074
H -4.326 0.073 -0.056
H -3.637 -1.497 -0.507
H -4.811 -0.693 -1.570
H -1.210 -0.236 -3.816
H -2.739 -1.128 -3.822
H -1.444 -1.619 -2.724
S -0.406 1.802 -1.744
```

**Energy above the lowest of the compared OMol25 structures with the same formula, charge and spin**: 9.3 kJ/mol
**Kohn-Sham gap**: 6.783 eV
**E_LUMO**: -0.92 eV
**E_tot**: -81109.887 eV

Results of the Löwdin charge analysis, in e, for atoms 1 through 2: 0.333 0.129

[3]
Here is 4 unconnected molecules or ions with the total composition C19H39N5P in a non-equilibrium geometry from OMol25. Energies are from ωB97M-V/def2-TZVPD.

Structure (XYZ):
```
64
C19H39N5P | OMol25 | ωB97M-V/def2-TZVPD
C 3.632 -2.920 2.010
C 2.499 -2.299 1.151
P 1.855 -0.785 1.998
C 2.907 0.480 1.194
N 0.261 -0.437 1.346
C -0.764 -0.361 2.365
C -1.355 -1.718 2.783
N -0.912 -2.841 1.898
C -0.821 -2.525 0.437
C -0.192 -1.146 0.158
H 4.608 -2.581 1.673
H 3.587 -4.004 1.944
H 3.511 -2.617 3.049
H 2.896 -2.043 0.168
H 1.734 -3.061 0.990
H 3.765 0.621 1.850
H 3.257 0.157 0.214
H 2.358 1.413 1.103
H -0.363 0.117 3.253
H -1.566 0.282 1.992
H -2.441 -1.678 2.810
H -1.015 -1.957 3.789
H -0.047 -3.252 2.246
H -1.618 -3.571 1.992
H -1.808 -2.626 -0.007
H -0.197 -3.298 -0.010
H 0.636 -1.233 -0.538
H -0.948 -0.531 -0.339
C -4.053 0.913 -0.908
C -5.453 1.049 -0.320
C -5.469 0.825 1.197
C -4.988 -0.516 1.528
N -4.612 -1.570 1.787
H -3.660 -0.095 -0.759
H -4.060 1.106 -1.979
H -3.363 1.623 -0.445
H -6.125 0.337 -0.800
H -5.845 2.045 -0.527
H -6.474 0.938 1.605
H -4.823 1.550 1.695
C 4.984 -2.370 -2.017
C 6.500 -2.246 -2.116
C 7.179 -2.135 -0.746
C 6.722 -0.951 -0.016
N 6.362 -0.010 0.535
H 4.547 -1.483 -1.555
H 4.542 -2.478 -3.007
H 4.701 -3.244 -1.424
H 6.756 -1.373 -2.718
H 6.904 -3.118 -2.631
H 8.261 -2.066 -0.859
H 6.964 -3.016 -0.139
C -3.044 4.928 -0.862
C -3.170 5.850 -2.068
C -3.786 5.151 -3.284
C -2.969 4.011 -3.707
N -2.323 3.110 -4.004
H -2.386 4.085 -1.082
H -2.622 5.461 -0.011
H -4.019 4.533 -0.565
H -2.186 6.235 -2.336
H -3.789 6.711 -1.810
H -3.872 5.840 -4.124
H -4.787 4.784 -3.051
```

**Net charge**: +1
**Kohn-Sham gap**: 8.668 eV
**E_LUMO**: -2.62 eV
**E_tot**: -37068.229 eV

Results of the Löwdin charge analysis, in e, for atoms 1 through 2: -0.144 -0.414

What is the E_tot in the third record? -37068.229 eV

What is the E_LUMO in the third record? -2.62 eV

Look up the E_tot of the first one. -72418.823 eV